Record 1
105
Properties=species:S:1:pos:R:3:forces:R:3 method="wB97M-V/def2-TZVPD" orbital_gap_ha=0.268 lumo_energy_ha=0.066 e_above_lowest_kcal_mol=22.54 total_charge=-1 molar_mass_da=995.53
Rb 0.25337 0.89146 0.61894 -0.139 1.440 -1.346
C -2.30828 3.98937 -0.81977 -0.023 0.075 0.001
C -1.86998 3.91662 -2.27715 0.074 -0.004 0.008
S -0.79195 2.47248 -2.50019 -0.228 -0.011 0.029
C -0.11376 2.83793 -4.14705 0.023 -0.005 0.009
C 1.39731 2.64379 -4.29039 0.012 0.001 -0.014
S 2.44569 3.37190 -3.01323 0.007 0.025 -0.017
C 2.04140 5.12170 -3.26597 0.010 -0.023 -0.033
C 2.69744 6.05646 -2.23369 -0.026 0.025 0.034
S 3.14778 5.37168 -0.61562 -0.018 -0.010 0.015
C 1.57815 5.27910 0.30544 -0.009 0.005 -0.017
C 0.40290 4.93925 -0.59137 -0.019 0.002 -0.020
S -1.05968 4.54250 0.41086 0.024 -0.135 0.073
H -2.64665 2.99971 -0.50337 -0.010 0.010 0.018
H -3.15779 4.66774 -0.73272 0.007 0.010 -0.018
H -1.34867 4.83015 -2.57033 0.008 -0.003 -0.005
H -2.76289 3.83041 -2.90104 0.002 -0.005 -0.005
H -0.39984 3.86458 -4.38433 0.009 0.004 0.014
H -0.60122 2.19016 -4.87810 -0.012 0.013 -0.003
H 1.69543 3.02497 -5.27221 -0.004 -0.011 -0.004
H 1.64484 1.58128 -4.26176 0.013 -0.015 0.019
H 0.95752 5.23990 -3.23638 -0.007 -0.031 0.030
H 2.37379 5.41862 -4.26458 -0.042 0.028 -0.004
H 2.06857 6.93750 -2.08787 0.020 0.018 -0.040
H 3.64936 6.41740 -2.62467 0.032 -0.052 0.024
H 1.40899 6.20770 0.85309 0.004 0.021 -0.028
H 1.75072 4.46723 1.01390 0.007 0.007 0.040
H 0.65380 4.06617 -1.18903 0.004 0.016 -0.009
H 0.17127 5.78292 -1.24184 -0.018 0.007 0.019
O 2.48060 -0.32526 -3.53214 -0.005 -0.007 0.003
C 2.03694 -0.02835 -2.40818 0.054 -0.109 0.051
O 0.85340 0.23553 -2.08125 0.113 0.006 -0.225
C 3.06127 0.02771 -1.26537 0.014 -0.011 -0.056
C 4.23933 -0.70997 -1.31394 0.040 0.043 -0.003
C 5.09705 -0.65567 -0.22658 0.002 0.012 0.001
C 4.75649 0.11958 0.87318 -0.012 -0.013 0.089
C 3.56451 0.82980 0.83363 0.071 0.012 -0.064
N 2.75221 0.78895 -0.22079 0.571 -0.150 -0.103
C 3.04783 1.63119 2.03703 0.139 0.085 -0.170
O 3.53646 1.36566 3.15267 0.067 0.037 0.031
O 2.13476 2.45839 1.77056 0.252 0.113 0.270
H 4.44957 -1.29723 -2.19709 0.001 0.008 -0.003
H 6.02146 -1.22215 -0.22882 0.000 -0.001 -0.001
H 5.37085 0.16975 1.76159 -0.005 -0.003 0.002
N -1.35390 -2.61801 0.43947 0.142 0.181 0.110
P 0.34616 -2.54414 0.06170 0.067 -0.209 -0.005
C 1.06749 -2.84840 1.72410 -0.027 0.017 0.035
C 1.88342 -1.87016 2.28368 -0.004 -0.054 -0.001
C 2.36141 -1.99069 3.58180 0.020 0.017 0.003
C 2.02478 -3.10750 4.33169 0.021 0.021 0.005
C 1.22515 -4.10338 3.77992 -0.009 -0.010 -0.018
C 0.75314 -3.97666 2.48259 -0.003 -0.010 0.014
C 0.61246 -4.19778 -0.67727 -0.066 -0.016 -0.026
C -0.42483 -4.91505 -1.26432 0.018 0.007 0.004
C -0.16868 -6.12463 -1.89855 -0.006 -0.004 0.001
C 1.12298 -6.62535 -1.95474 -0.005 -0.004 -0.006
C 2.16503 -5.90700 -1.38053 0.005 0.000 0.000
C 1.91202 -4.69886 -0.75226 0.006 -0.001 -0.005
P -2.23036 -1.19155 -0.06672 -0.292 -0.235 -0.309
C -2.70245 -1.72991 -1.75518 0.042 -0.063 0.001
C -3.80387 -2.53071 -2.05540 0.003 -0.009 0.001
C -4.02795 -2.95113 -3.35711 0.004 -0.007 -0.006
C -3.14388 -2.58728 -4.36737 -0.003 0.000 -0.003
C -2.04351 -1.79705 -4.07382 0.010 -0.003 -0.004
C -1.82497 -1.35618 -2.77345 -0.008 -0.013 0.017
C -3.80737 -1.43856 0.82784 0.014 0.008 0.020
C -4.74955 -0.41722 0.69954 0.017 0.008 0.014
C -5.96740 -0.48445 1.35476 -0.013 0.002 -0.001
C -6.25844 -1.57233 2.16868 -0.005 0.000 -0.002
C -5.32771 -2.58912 2.30996 0.003 -0.004 -0.002
C -4.11180 -2.52532 1.63994 -0.026 -0.022 -0.018
H -1.47142 -2.76354 1.43730 -0.045 -0.052 -0.013
H 2.15232 -0.99254 1.71216 -0.004 -0.057 -0.035
H 2.98128 -1.19762 3.98371 0.000 -0.003 0.005
H 2.38855 -3.20905 5.34717 0.001 0.001 0.000
H 0.97324 -4.98132 4.36280 -0.003 -0.001 -0.002
H 0.14002 -4.76086 2.05043 0.000 0.001 0.000
H -1.43232 -4.51978 -1.22087 -0.003 0.000 -0.004
H -0.98433 -6.67388 -2.35323 0.001 -0.001 -0.001
H 1.32113 -7.56793 -2.45001 -0.001 0.001 -0.002
H 3.17798 -6.28749 -1.42781 0.000 0.000 0.000
H 2.73049 -4.13799 -0.31263 -0.001 0.000 -0.002
H -4.48751 -2.82992 -1.26910 0.000 0.007 -0.001
H -4.88823 -3.56967 -3.58417 -0.001 0.002 -0.003
H -3.31587 -2.92408 -5.38278 0.000 -0.002 0.001
H -1.34222 -1.51777 -4.85039 0.000 0.000 0.000
H -0.95463 -0.73950 -2.55674 0.003 0.015 -0.010
H -4.51925 0.44259 0.07834 0.003 -0.003 0.002
H -6.68639 0.31733 1.24077 -0.001 -0.002 -0.001
H -7.20504 -1.62290 2.69210 0.000 0.000 0.001
H -5.54618 -3.44073 2.94260 -0.001 0.001 0.000
H -3.40985 -3.34253 1.74459 0.002 -0.001 -0.004
N 1.50994 3.23828 4.33334 0.158 -0.108 0.126
N 0.80609 2.40129 5.22823 -0.077 0.002 -0.116
C -0.03343 1.42529 4.91791 0.276 -0.019 -0.151
N -0.65869 0.81357 5.96465 -0.032 0.031 -0.027
N -0.09979 1.04923 3.62599 -0.201 0.021 0.676
N -1.03706 0.12769 3.32792 -0.155 -0.254 0.273
O -2.07816 -0.02867 3.97744 0.023 0.079 0.001
O -0.81604 -0.53102 2.32179 -0.654 -0.722 1.045
H 1.35170 2.90588 3.36699 -0.135 0.069 0.010
H 2.49105 2.96886 4.43086 0.008 -0.071 -0.082
H 0.90779 2.64606 6.19790 -0.075 0.085 -0.055
H -0.65266 1.30186 6.84385 0.023 0.001 -0.022
H -1.52010 0.35065 5.71586 -0.020 -0.040 -0.019


Record 2
21
Properties=species:S:1:pos:R:3:forces:R:3 method="wB97M-V/def2-TZVPD" orbital_gap_ha=0.369 lumo_energy_ha=-0.114 e_above_lowest_kcal_mol=78.71 total_charge=+1 smiles=C[C@]12[C@@H]3C[C@]4([NH3+])C[C@]41[C@@H]32 molar_mass_da=122.19
C -2.68220 0.42418 0.11635 -0.498 -0.203 -1.018
C -1.24616 0.02612 0.04248 1.520 -0.893 -2.191
C -0.47601 -1.25993 0.29592 0.062 2.134 1.466
C 0.67761 -0.76067 1.27182 -1.571 -0.071 0.860
C 1.34373 0.30022 0.48894 -1.373 2.033 -1.655
N 2.20682 -0.25122 -0.58208 -1.393 1.181 -1.395
C 0.85553 1.66414 -0.04585 1.028 1.598 0.503
C 0.05255 0.61338 -0.50915 -2.777 -1.492 -0.100
C -0.48442 -0.65695 -1.11480 1.654 0.858 2.968
H -2.85541 1.08843 0.94522 -0.270 -0.177 0.668
H -3.28002 -0.51826 0.13562 0.257 0.889 0.390
H -3.04855 1.00112 -0.76531 0.625 -0.494 0.380
H -1.00400 -2.12736 0.55421 -0.812 -1.298 -0.075
H 0.15317 -0.37928 2.23054 1.212 -0.665 -1.503
H 1.39698 -1.51007 1.49659 0.533 -0.808 0.646
H 1.43964 -0.79580 -1.10867 1.943 -0.739 0.287
H 3.06536 -0.57563 -0.22047 1.000 -1.683 0.345
H 2.50627 0.47482 -1.26975 -0.437 -0.361 0.687
H 1.59880 2.21970 -0.62156 -0.236 -0.120 0.039
H 0.29488 2.29525 0.61561 0.168 0.390 0.439
H -0.51458 -1.27216 -1.95565 -0.636 -0.079 -1.742


Record 3
15
Properties=species:S:1:pos:R:3:forces:R:3 method="wB97M-V/def2-TZVPD" orbital_gap_ha=0.323 lumo_energy_ha=0.025 e_above_lowest_kcal_mol=100.02 molar_mass_da=91.11
C 0.53558 0.03576 0.01066 1.189 -0.927 2.758
C -0.77024 -0.25532 0.53594 -1.943 4.178 -4.227
C -1.44480 0.81344 -0.79403 -1.288 -1.537 1.972
N 1.09478 -0.93683 -0.77740 0.457 0.082 -0.017
O 1.01360 1.32342 -0.04609 -0.767 -1.608 0.310
O 1.04337 -0.93555 1.64996 1.949 -0.344 -0.398
H 1.97871 1.28544 -0.02830 0.013 -0.162 -0.061
H 0.57692 -1.06622 2.48242 -0.189 0.478 -0.123
H 1.60668 -0.62685 -1.58950 0.367 0.036 0.287
H 1.53207 -1.61651 -0.13290 -0.358 0.137 -0.527
H -1.08271 0.23465 1.44708 0.135 -0.156 -0.026
H -1.15270 -1.23029 0.28544 0.240 -0.106 0.295
H -2.49982 0.63439 -0.60265 -0.255 0.201 -0.461
H -1.24091 1.86878 -0.64799 0.266 -0.151 0.143
H -1.19053 0.47169 -1.79264 0.183 -0.121 0.075